1.
C30H26BrF4N7O9PTi | ωB97M-V with the def2-TZVPD basis set

Last column: Mulliken spin population.
Element x y z (Å)
H1 1.68050 1.09846 -3.73916  0.000
H2 -5.95588 -1.11726 -1.67453  0.000
F1 -3.53384 0.92770 6.54085  0.000
C1 -3.84398 0.50946 2.97574  -0.001
H3 6.26752 2.58024 -0.88805  0.000
H4 -1.51995 -2.15190 0.22505  -0.007
O1 -1.09497 -1.94776 3.51000  -0.002
C2 0.63826 -2.50786 1.36596  0.037
H5 -4.69932 0.64153 -0.51153  0.000
H6 2.74407 1.70320 1.59124  0.002
C3 -3.20386 -2.90788 -0.84439  0.003
N1 2.66944 0.95210 0.90859  -0.006
C4 0.51909 -5.18747 0.65531  -0.018
H7 1.36535 -4.61816 -1.23266  0.004
H8 -5.01089 -3.38910 -1.88992  0.000
C5 -4.18532 0.55053 4.32436  0.000
H9 -0.40788 -5.52828 2.56654  0.000
H10 3.33893 0.24329 1.19429  0.001
C6 -3.22805 0.88245 5.26574  0.000
C7 3.67203 0.70857 -3.67334  0.000
H11 4.36100 -1.15582 -4.11872  0.001
C8 -2.52331 2.29035 -1.37530  0.005
O2 -0.63316 -3.86991 4.35877  -0.002
N2 1.44893 -1.99811 -0.87682  0.272
N3 3.98220 1.94838 -3.32209  0.000
H12 5.54389 1.00437 -1.09427  -0.001
Ti1 0.51348 0.25413 0.71121  0.328
H13 -2.80435 3.57541 -3.05935  0.000
C9 0.01496 -4.80292 1.88471  0.048
C10 5.25282 2.39022 -2.74780  0.000
H14 3.24181 0.63992 -1.05687  0.008
N4 2.39863 0.41643 -3.92951  0.000
N5 -0.56389 -3.04533 3.48847  0.001
H15 -2.78744 -3.90185 -0.93813  0.000
H16 -2.49301 3.31952 1.86742  0.000
O3 0.83030 -1.24203 1.71985  -0.002
O4 -0.02291 -7.37420 1.08826  -0.002
H17 5.57711 -0.01316 -3.73839  0.000
O5 1.64057 2.56848 -2.11683  0.000
C11 -2.48999 -1.91522 -0.19119  0.001
H18 6.09144 1.99200 -3.32045  0.000
H19 -3.00138 5.62326 -1.69025  0.000
O6 0.64580 1.85223 -0.25382  0.000
C12 -2.55587 0.77002 2.52884  -0.004
H20 5.28269 3.46840 -2.90088  0.000
C13 -4.27566 -0.34957 -0.60195  0.001
H21 4.44333 2.74691 0.56822  0.000
O7 2.03458 -2.28652 -1.92537  0.421
C14 -2.74685 4.59324 0.17032  0.001
C15 1.69398 2.05202 -1.02624  0.005
H22 3.78019 3.48013 -0.86701  0.001
N6 0.47522 -6.62051 0.28518  0.002
C16 2.99824 1.50202 -0.42991  -0.008
P1 -2.05864 0.63279 0.78282  0.001
F2 -1.02409 1.51948 5.74772  0.000
C17 1.05478 -2.94725 0.09400  -0.036
C18 4.14628 2.53446 -0.46128  -0.001
Br1 0.16095 1.61483 3.06422  -0.001
C19 -2.83624 4.66768 -1.21164  -0.001
C20 1.02252 -4.28968 -0.26285  0.075
H23 -2.84514 5.48698 0.77074  0.000
C21 5.37414 2.07284 -1.25577  0.000
C22 -2.44051 2.21374 0.01409  -0.002
F3 -4.81307 0.21374 2.12007  0.000
H24 3.18616 2.55691 -3.14989  0.000
C23 -4.98349 -1.34073 -1.25834  0.000
C24 -2.54576 3.36755 0.78648  0.000
C25 -1.62425 1.12133 3.50691  0.003
C26 -4.45038 -2.61890 -1.37763  0.001
F4 -5.41729 0.28047 4.69885  0.000
C27 -1.93362 1.18246 4.84764  0.000
H25 2.10496 -0.53144 -4.09493  -0.001
C28 -3.02198 -0.63646 -0.05676  -0.001
O8 0.93062 -6.91172 -0.79927  -0.002
N7 4.59985 -0.24943 -3.75253  0.001
O9 0.96333 -0.74590 -0.76065  -0.102
C29 -2.72506 3.51749 -1.98263  0.001
C30 0.05414 -3.46238 2.21396  -0.023
H26 -2.44279 1.39700 -1.98356  0.000

Force components x, y, z for each atom (eV/Å):
H 0.1 0.0 0.0
H 0.0 0.0 0.0
F 0.0 0.0 0.0
C 0.0 0.0 0.1
H 0.0 0.0 0.0
H 0.0 0.0 0.0
O 0.3 0.3 0.0
C 0.1 -0.3 0.0
H 0.0 0.0 0.0
H 0.0 0.0 0.1
C 0.0 0.0 0.0
N -0.2 0.1 0.0
C 0.1 0.1 -0.1
H 0.0 0.0 0.0
H 0.0 0.0 0.0
C 0.1 0.0 -0.1
H 0.0 0.0 0.0
H 0.0 -0.1 0.0
C 0.1 0.0 -0.1
C 0.0 0.1 0.0
H 0.0 0.0 0.0
C 0.1 0.0 0.0
O 0.3 -0.1 0.3
N 0.0 0.2 -0.1
N 0.3 0.0 -0.1
H 0.0 0.0 0.0
Ti 0.1 0.2 0.5
H 0.0 0.0 0.0
C 0.0 0.2 0.0
C 0.0 0.0 -0.1
H 0.1 0.0 0.0
N -0.1 -0.1 -0.1
N -0.7 -0.3 -0.4
H 0.0 0.0 0.0
H 0.0 0.0 0.0
O -0.4 -0.3 0.3
O 0.1 0.0 -0.1
H 0.0 0.0 0.0
O -0.2 0.2 0.1
C 0.0 -0.1 0.0
H 0.0 0.0 0.0
H 0.0 0.0 0.0
O 0.2 0.5 -0.7
C 0.0 0.0 0.1
H 0.0 0.0 0.0
C 0.0 0.0 0.0
H 0.0 0.0 0.0
O -0.1 0.1 0.1
C 0.0 0.0 0.0
C -0.2 0.1 0.3
H 0.0 0.0 0.0
N -0.1 0.0 -0.1
C -0.1 0.2 -0.1
P 0.1 -0.1 0.0
F 0.0 0.0 0.0
C -0.2 -0.1 0.0
C 0.1 -0.1 0.1
Br -0.1 0.0 0.0
C 0.0 0.0 0.0
C 0.0 0.0 0.2
H 0.0 0.0 0.0
C 0.1 0.1 -0.1
C 0.0 0.0 0.1
F 0.0 0.0 0.0
H 0.0 -0.1 0.0
C 0.0 0.0 0.0
C 0.0 0.0 0.0
C 0.0 0.0 0.1
C 0.0 0.0 0.0
F 0.0 0.0 0.0
C -0.1 0.0 0.0
H 0.1 0.0 0.0
C -0.1 0.1 -0.1
O 0.0 0.0 0.1
N 0.1 0.0 0.0
O 0.1 -0.5 -0.2
C 0.0 0.0 0.0
C 0.4 0.2 0.0
H 0.0 0.0 0.0

Calculated values
F_max = 0.017 hartree/bohr
charge = +2
highest occupied orbital energy (alpha / beta) = -13.5483 / -14.1691 eV
2S+1 = 2
gap between HOMO and LUMO (alpha / beta) = 6.31 / 7.28 eV
energy above the lowest of the compared OMol25 structures with the same formula, charge and spin = 52.4 kJ/mol
E_tot = -6382.9319 Eh

=====

2.
C2H4N4 | ωB97M-V with the def2-TZVPD basis set

Last column: natural (NBO) charge in e.
Element x y z (Å)
H1 -1.17105 -0.67612 2.50336  0.380
H2 0.67223 2.04869 0.03503  0.314
H3 1.66721 -0.05864 -1.52826  0.402
N1 1.43982 1.55214 -0.41655  -0.411
C1 -0.06299 -0.31680 -0.47757  0.235
N2 1.01528 0.42198 -0.91699  -0.344
H4 -1.26628 -1.81935 -0.63666  0.351
N3 -1.23828 0.01885 1.76661  -0.558
N4 -0.54843 -1.31099 -1.14100  -0.685
C2 -0.50752 0.14023 0.81203  0.316

Force components x, y, z for each atom (eV/Å):
H 0.1 -0.4 0.1
H -0.2 -0.3 0.1
H -0.2 0.1 0.0
N 0.7 1.0 0.1
C 0.2 -0.3 1.2
N 0.3 -0.7 -0.7
H 0.1 0.1 0.1
N 0.4 0.9 0.5
N 0.1 0.5 -0.1
C -1.5 -1.0 -1.2

Calculated values
F_max = 0.042 hartree/bohr
charge = 0
highest occupied orbital energy (alpha / beta) = -7.8752 / -7.5552 eV
gap between HOMO and LUMO (alpha / beta) = 7.46 / 7.61 eV
energy above the lowest of the compared OMol25 structures with the same formula, charge and spin = 473.2 kJ/mol
E_tot = -297.4641 Eh

=====

3.
C4H3FN2S | ωB97M-V with the def2-TZVPD basis set

Last column: natural (NBO) charge in e.
Element x y z (Å)
H1 1.43461 -0.10750 -1.87193  0.219
H2 -1.21584 0.18595 -1.48480  0.217
F1 -0.55865 -1.60010 -0.60795  -0.341
S1 0.04786 1.81563 0.77796  0.387
N1 1.45528 1.19406 -0.42277  -0.379
C1 0.13551 -0.73899 1.46256  0.241
C2 -0.46726 -0.21095 -0.67865  0.148
N2 0.79447 -1.65286 1.88722  -0.288
C3 0.92388 0.16492 -1.04971  0.028
C4 -0.74977 0.32940 0.76861  -0.546
H3 -1.80009 0.62045 1.21947  0.314

Force components x, y, z for each atom (eV/Å):
H 1.6 -1.8 -2.7
H 1.2 -0.7 1.4
F -0.5 0.3 -1.0
S 3.6 2.2 -1.2
N -3.0 -1.3 0.0
C 1.5 -3.7 3.0
C -2.7 -0.7 -1.2
N -3.1 4.8 -1.9
C -0.4 5.0 4.5
C 0.1 -2.5 0.2
H 1.8 -1.7 -1.2

Calculated values
SMILES = N#C[C@H]1SN=C[C@H]1F
F_max = 0.131 hartree/bohr
charge = 0
highest occupied orbital energy = -9.7378 eV
gap between HOMO and LUMO = 9.86 eV
energy above the lowest of the compared OMol25 structures with the same formula, charge and spin = 324.3 kJ/mol
E_tot = -761.6695 Eh

=====

4.
C8H6GaN2O5 | ωB97M-V with the def2-TZVPD basis set

Last column: natural (NBO) charge in e.
Element x y z (Å)
O1 3.06070 -0.00210 0.00030  -0.158
C1 -1.06500 0.68440 5.43230  -0.433
C2 0.00130 1.91100 0.00020  0.569
N1 0.00000 0.00000 4.73100  -0.354
H1 -0.94670 0.60840 6.53380  0.287
H2 1.06390 -1.75920 5.15310  0.241
O2 -3.06080 0.00200 -0.00020  -0.158
H3 0.94650 -0.60840 6.53390  0.287
H4 2.04210 -0.23730 5.15310  0.241
C3 0.00000 0.00000 3.26100  0.817
Ga1 0.00000 0.00000 0.00000  0.590
C4 0.00010 0.00020 -1.91100  0.556
C5 -1.91100 0.00130 -0.00010  0.573
C6 1.06490 -0.68450 5.43240  -0.433
H5 -2.04220 0.23710 5.15290  0.241
O3 0.00200 3.06080 0.00020  -0.160
C7 -0.00140 -1.91110 -0.00020  0.569
H6 -1.06410 1.75910 5.15300  0.241
C8 1.91100 -0.00140 0.00010  0.573
N2 0.00000 0.00000 2.00000  -0.789
O4 -0.00220 -3.06090 -0.00030  -0.160
O5 0.00020 0.00020 -3.06080  -0.140

Force components x, y, z for each atom (eV/Å):
O -5.1 0.0 0.0
C -1.9 1.2 0.0
C 0.0 9.6 0.2
N 0.0 0.0 -7.0
H 0.2 -0.2 -0.9
H 0.1 0.6 0.3
O 5.1 0.0 0.0
H -0.2 0.2 -0.9
H -0.5 -0.3 0.3
C 0.0 0.0 0.2
Ga 0.0 0.0 3.8
C 0.0 0.0 -10.0
C -9.7 0.0 0.2
C 1.9 -1.2 0.0
H 0.5 0.3 0.3
O 0.0 -5.1 0.1
C 0.0 -9.6 0.2
H -0.1 -0.6 0.3
C 9.7 0.0 0.2
N 0.0 0.0 7.4
O 0.0 5.1 0.1
O 0.0 0.0 5.2

Calculated values
F_max = 0.194 hartree/bohr
charge = +3
highest occupied orbital energy = -19.9239 eV
gap between HOMO and LUMO = 5.69 eV
E_tot = -2717.5424 Eh